No. 1
Formula: C5H42N2O14
Source: the OMol25 dataset
Level of theory: ωB97M-V with the def2-TZVPD basis set

Calculated values
LUMO = -0.05 eV
frontier orbital gap = 8.89 eV

ORCA input file:
```
! RIJCOSX wB97M-V def2-TZVPD def2/J DEFGRID3
* xyz 0 1
N -1.823 0.067 -0.227
C -0.579 0.416 -0.931
C 0.615 -0.252 -0.058
C -0.687 0.052 -2.446
N 0.417 0.811 -3.077
C -0.146 1.828 -4.019
C 1.449 0.004 -3.715
H -2.436 -0.506 -0.812
H -1.710 -0.297 0.674
H -0.385 1.414 -0.832
H 1.662 -0.037 -0.254
H 0.611 0.153 0.945
H 0.634 -1.244 -0.141
H -0.588 -1.118 -2.494
H -1.680 0.209 -2.693
H -1.129 2.274 -3.619
H -0.591 1.408 -4.935
H 0.646 2.552 -4.220
H 1.818 -0.815 -3.004
H 1.299 -0.399 -4.803
H 2.360 0.709 -3.848
H -3.891 1.641 0.630
H -3.464 1.825 -0.745
O -3.646 2.431 0.092
H -0.125 -4.622 1.003
H -0.573 -3.143 1.203
O 0.148 -3.752 0.836
H 2.331 -2.420 2.784
H 2.590 -3.205 1.584
O 3.043 -2.681 2.204
H 0.536 3.730 -0.216
H 0.243 4.747 -1.363
O 0.886 4.401 -0.836
H -0.160 2.505 3.180
H 0.408 1.419 2.332
O -0.436 1.679 2.720
H -4.185 -2.772 -0.355
H -2.708 -2.905 -0.802
O -3.204 -2.445 -0.147
H -0.940 2.690 1.287
H -1.954 3.146 0.418
O -1.037 3.189 0.536
H -1.104 0.261 3.468
H -2.402 -0.078 3.587
O -1.514 -0.497 3.803
H -2.167 -2.274 1.349
H -1.677 -1.736 2.760
O -1.720 -2.594 2.217
H -0.353 -3.831 -0.829
H -0.755 -2.660 -1.698
O -1.045 -3.552 -1.464
H 3.080 0.889 1.981
H 2.419 2.012 1.321
O 2.245 1.399 2.074
H 4.881 -1.044 0.561
H 3.303 -0.783 0.930
O 4.088 -0.374 0.474
H 0.288 -1.597 3.836
H 0.224 -2.412 2.768
O 0.655 -1.598 2.936
H 2.386 1.943 -0.928
H 2.671 3.345 -0.661
O 2.875 2.494 -0.321
*
```

---

No. 2
Formula: CH3NO3
Source: the OMol25 dataset
Level of theory: ωB97M-V with the def2-TZVPD basis set

Calculated values
LUMO (spin up / spin down) = 0.26 / 0.26 eV
frontier orbital gap (spin up / spin down) = 10.07 / 10.07 eV

ORCA input file:
```
! RIJCOSX wB97M-V def2-TZVPD def2/J DEFGRID3
* xyz 0 1
C -0.062 -1.465 0.219
N -0.494 -0.229 0.164
O -1.313 0.539 0.528
O 0.180 1.996 -0.590
O 0.812 0.790 -0.667
H 0.942 -1.856 -0.076
H -0.787 -2.228 0.341
H 0.722 2.453 0.082
*
```

---

No. 3
Formula: C3H3N3O
Source: the OMol25 dataset
Level of theory: ωB97M-V with the def2-TZVPD basis set

Calculated values
LUMO = -0.29 eV
frontier orbital gap = 8.67 eV

ORCA input file:
```
! RIJCOSX wB97M-V def2-TZVPD def2/J DEFGRID3
* xyz 0 1
O 0.109 1.217 2.163
C -0.029 1.551 1.027
N -0.090 0.618 -0.106
C 0.197 -0.828 0.102
N 1.139 -1.408 -0.897
C -0.092 -1.593 -1.071
N -0.457 1.042 -1.195
H -0.190 2.566 0.625
H 0.218 -1.176 1.131
H -0.805 -1.989 -1.780
*
```

---

No. 4
Formula: C18H31KN3NbO
Source: the OMol25 dataset
Level of theory: ωB97M-V with the def2-TZVPD basis set

Calculated values
LUMO = -8.05 eV
frontier orbital gap = 6.90 eV

ORCA input file:
```
! RIJCOSX wB97M-V def2-TZVPD def2/J DEFGRID3
* xyz 2 1
N 0.461 -1.207 -0.838
C 0.447 -1.448 -2.067
O 0.735 -2.303 -2.904
K 2.067 -3.255 -1.032
Nb 0.338 0.262 0.473
N -0.640 -0.413 2.082
N -0.821 1.370 -0.679
C -1.998 -0.948 2.296
C -1.551 1.296 -1.956
C -2.190 -1.449 3.737
C -2.971 0.189 2.001
C -2.214 -2.104 1.333
C -0.521 1.329 -3.081
C -2.497 2.481 -2.119
C -2.379 0.021 -2.005
H -1.339 -2.058 4.063
H -3.091 -2.079 3.774
H -2.340 -0.623 4.442
H -2.858 0.987 2.745
H -4.003 -0.184 2.024
H -2.781 0.632 1.010
H -2.010 -1.834 0.288
H -3.259 -2.444 1.404
H -1.547 -2.936 1.601
H 0.094 2.233 -2.996
H -1.045 1.333 -4.048
H 0.136 0.449 -3.043
H -1.960 3.422 -2.271
H -3.168 2.571 -1.260
H -3.107 2.303 -3.015
H -2.945 0.031 -2.953
H -3.114 0.014 -1.189
H -1.768 -0.885 -1.978
C -0.084 0.325 3.227
H 0.816 0.882 2.923
H -0.819 1.035 3.641
H 0.212 -0.384 4.017
C -0.407 2.726 -0.242
H 0.435 2.685 0.474
H -0.076 3.331 -1.102
H -1.237 3.246 0.261
C 2.428 0.791 0.730
C 3.361 -0.089 -0.059
C 3.701 0.215 -1.386
C 4.461 -0.681 -2.133
C 4.951 -1.850 -1.550
C 4.701 -2.110 -0.200
C 3.906 -1.239 0.547
H 2.579 0.737 1.819
H 2.399 1.846 0.415
H 3.361 1.170 -1.808
H 4.713 -0.443 -3.172
H 5.580 -2.537 -2.134
H 5.146 -2.990 0.280
H 3.706 -1.419 1.610
*
```

---

No. 5
Formula: C3H5N2O3
Source: the OMol25 dataset
Level of theory: ωB97M-V with the def2-TZVPD basis set

Calculated values
LUMO (spin up / spin down) = 3.99 / 4.01 eV
frontier orbital gap (spin up / spin down) = 7.75 / 6.80 eV

ORCA input file:
```
! RIJCOSX wB97M-V def2-TZVPD def2/J DEFGRID3
* xyz -1 1
C -1.552 -0.822 0.359
C -0.435 0.205 -0.115
C 1.789 -1.108 0.140
N -0.122 1.376 0.635
N -0.460 1.071 -1.245
O -1.943 -1.544 -0.609
O -2.018 -0.610 1.464
O -0.232 2.257 -0.450
H 2.245 -0.415 -0.586
H 1.570 -2.064 -0.293
H 1.679 -0.795 1.188
H -0.793 1.549 1.362
H 0.271 0.900 -1.850
*
```

---

No. 6
Formula: C27H24BrN2O5PTa
Source: the OMol25 dataset
Level of theory: ωB97M-V with the def2-TZVPD basis set

Calculated values
LUMO = -12.26 eV
frontier orbital gap = 4.67 eV

ORCA input file:
```
! RIJCOSX wB97M-V def2-TZVPD def2/J DEFGRID3
* xyz 3 1
Ta -0.109 -1.853 -0.059
N -1.345 -2.359 -1.850
C -1.174 -1.888 -3.281
C 0.311 -1.839 -3.731
C 0.891 -0.987 -2.663
O 0.904 0.189 -2.549
O 1.102 -1.851 -1.518
H -1.143 -3.371 -1.842
H -2.339 -2.287 -1.617
H -1.632 -0.904 -3.363
H -1.725 -2.586 -3.910
H 0.386 -1.368 -4.709
H 0.759 -2.830 -3.751
Br -0.737 -5.543 -1.504
C -1.650 -5.169 0.106
C -2.422 -6.182 0.669
C -2.975 -5.972 1.915
C -2.750 -4.751 2.553
C -2.016 -3.800 1.890
N -1.460 -3.980 0.666
C -1.739 -2.476 2.506
O -1.894 -2.074 3.599
O -1.149 -1.697 1.491
H -2.555 -7.116 0.141
H -3.555 -6.750 2.395
H -3.135 -4.537 3.541
O 0.259 -0.092 0.328
P 0.758 1.512 0.291
C -0.478 2.407 -0.617
C -1.460 1.785 -1.388
C -2.378 2.546 -2.085
C -2.322 3.934 -2.003
C -1.357 4.554 -1.223
C -0.436 3.799 -0.515
C 0.673 1.974 1.993
C 1.560 2.943 2.480
C 1.425 3.388 3.784
C 0.432 2.859 4.605
C -0.442 1.881 4.127
C -0.321 1.432 2.828
C 2.431 1.644 -0.268
C 2.838 2.757 -1.003
C 4.138 2.817 -1.478
C 5.027 1.784 -1.216
C 4.622 0.675 -0.480
C 3.325 0.602 -0.006
H -1.521 0.702 -1.437
H -3.144 2.070 -2.684
H -3.051 4.533 -2.533
H -1.332 5.632 -1.145
H 0.287 4.295 0.122
H 2.357 3.335 1.861
H 2.109 4.133 4.167
H 0.348 3.198 5.630
H -1.213 1.479 4.769
H -0.998 0.667 2.465
H 2.153 3.568 -1.217
H 4.454 3.671 -2.062
H 6.047 1.851 -1.569
H 5.326 -0.116 -0.258
H 3.035 -0.240 0.613
*
```

---

No. 7
Formula: C19H28N2O5S
Source: the OMol25 dataset
Level of theory: ωB97M-V with the def2-TZVPD basis set

Calculated values
LUMO = 0.59 eV
SMILES = CCOC(=O)c1c(NC(=O)CCN2CCOCC2)sc2c1CC(C)(C)OC2
frontier orbital gap = 8.65 eV

ORCA input file:
```
! RIJCOSX wB97M-V def2-TZVPD def2/J DEFGRID3
* xyz 0 1
C -4.361 1.446 1.023
C -2.987 1.823 1.558
H -2.716 1.175 2.398
H -2.961 2.869 1.873
O -1.986 1.719 0.548
C -1.463 0.509 0.334
O -1.800 -0.480 0.972
C -0.448 0.481 -0.706
C 0.229 -0.698 -0.991
N 0.014 -1.891 -0.361
C 0.808 -2.978 -0.587
O 1.683 -2.944 -1.430
C 0.517 -4.164 0.291
C 1.670 -4.418 1.299
N 1.931 -3.405 2.285
C 2.623 -2.217 1.828
H 3.466 -2.509 1.200
C 3.125 -1.458 3.058
O 2.059 -1.105 3.909
C 1.358 -2.252 4.328
C 0.812 -3.038 3.133
H 0.318 -3.946 3.485
H 0.077 -2.405 2.608
H 0.544 -1.898 4.963
H 2.026 -2.903 4.912
H 3.607 -0.523 2.767
H 3.843 -2.089 3.603
H 1.970 -1.543 1.251
H 2.591 -4.572 0.733
H 1.436 -5.342 1.838
H 0.448 -5.049 -0.343
H -0.426 -4.030 0.821
H -0.726 -1.850 0.345
S 1.430 -0.538 -2.213
C 1.027 1.145 -2.365
C 0.039 1.545 -1.522
C -0.373 2.973 -1.628
H 0.400 3.602 -1.177
H -1.312 3.160 -1.114
C -0.517 3.349 -3.120
C -1.788 2.699 -3.682
H -2.671 3.103 -3.194
H -1.850 2.890 -4.749
H -1.757 1.623 -3.525
C -0.596 4.872 -3.263
H -0.727 5.133 -4.309
H -1.430 5.265 -2.688
H 0.325 5.329 -2.909
O 0.580 2.903 -3.927
C 1.597 2.132 -3.320
H 2.132 1.648 -4.140
H 2.302 2.797 -2.788
H -4.612 2.060 0.161
H -5.108 1.597 1.797
H -4.369 0.400 0.725
*
```

---

Q: What is the formula in the sixth record?
A: C27H24BrN2O5PTa

---

Q: Which formula does entry 5 have?
A: C3H5N2O3